Entry A
Molecular formula: C3H5IN2
Method: DFT, ωB97M-V with the def2-TZVPD basis set

The geometry in XYZ format:
```
11
Properties=species:S:1:pos:R:3
C 1.0069 1.4864 0.2631
C 0.2782 0.3809 0.1645
C -0.8067 -0.5535 0.2937
N 2.1374 -0.0910 -0.7164
N 2.1160 1.3217 -0.5247
I 3.9414 2.2111 0.0834
H 0.7799 2.4218 0.7568
H -1.0574 -1.0045 -0.6679
H -0.5538 -1.3430 1.0051
H -1.6870 -0.0157 0.6547
H 2.1408 -0.2750 -1.7206
```

Calculated values
Orbital gap = 7.90 eV
M = 196.0 g/mol
LUMO level = -0.1 eV
Highest occupied orbital energy = -8.01 eV


Entry B
Molecular formula: C3H5IN2
Method: DFT, ωB97M-V with the def2-TZVPD basis set

The geometry in XYZ format:
```
11
Properties=species:S:1:pos:R:3
C -0.1242 1.2660 0.3259
C -0.4777 -1.4445 -0.1208
C 0.7569 0.5796 -0.5219
N -1.1854 1.8221 -0.0951
N 0.4416 -2.1752 0.0331
I 2.7103 0.1235 0.0665
H 0.1408 1.4566 1.3404
H -1.5154 -1.3899 -0.2027
H 0.4725 0.6556 -1.6301
H -1.7000 2.3258 0.6153
H 0.4806 -3.2197 0.1894
```

Calculated values
Orbital gap (spin up / spin down) = 7.63 / 7.63 eV
M = 196.0 g/mol
LUMO level (spin up / spin down) = 0.0 / 0.0 eV
Highest occupied orbital energy (spin up / spin down) = -7.67 / -7.67 eV


Energies, relative to the best one, in kcal/mol: entry A 21.0; entry B 0.0.


Entry A
Molecular formula: C2H6N2O
Method: DFT, ωB97M-V with the def2-TZVPD basis set

The geometry in XYZ format:
```
11
Properties=species:S:1:pos:R:3
O 0.2515 3.5966 2.4964
C -0.0117 2.7160 3.3274
H -0.9216 2.0137 3.2423
H 0.6156 2.4632 4.1505
N 0.0147 -1.6570 -0.7002
C -0.0214 -1.6835 -2.1104
N -0.1299 -0.8200 -3.1251
H 0.8363 -2.1636 -0.6669
H -0.2877 -0.6646 -0.2971
H 0.4454 -2.6121 -2.4989
H -0.7912 -1.1888 -3.8180
```

Calculated values
Orbital gap (spin up / spin down) = 2.47 / 6.62 eV
Expectation value of S² = 0.752
M = 74.1 g/mol
Spin multiplicity = 2
LUMO level (spin up / spin down) = 3.3 / 3.2 eV
Total charge = -1
Highest occupied orbital energy (spin up / spin down) = 0.81 / -3.44 eV


Entry B
Molecular formula: C2H6N2O
Method: DFT, ωB97M-V with the def2-TZVPD basis set

The geometry in XYZ format:
```
11
Properties=species:S:1:pos:R:3
O -1.9225 -0.1136 -0.6901
C -2.1429 0.1552 0.5573
H -1.8417 1.1228 1.0191
H -3.0045 -0.3045 1.0735
N 0.7583 -0.5481 -1.1248
C 1.5422 -0.0744 -0.1332
N 1.3636 0.9957 0.5489
H 0.9403 -1.4484 -1.5363
H -0.2792 -0.3366 -1.0560
H 2.4304 -0.6319 0.1905
H 2.1559 1.1839 1.1511
```

Calculated values
Orbital gap (spin up / spin down) = 4.17 / 7.13 eV
Expectation value of S² = 0.753
M = 74.1 g/mol
Spin multiplicity = 2
LUMO level (spin up / spin down) = 4.1 / 4.0 eV
Total charge = -1
Highest occupied orbital energy (spin up / spin down) = -0.07 / -3.08 eV


Energies, relative to the best one, in kcal/mol: entry A 60.1; entry B 0.0.


Entry A
Molecular formula: C5H5NO2
Method: DFT, ωB97M-V with the def2-TZVPD basis set

The geometry in XYZ format:
```
13
Properties=species:S:1:pos:R:3
C 1.8467 -0.7846 2.5353
C 1.1460 -0.5857 1.5807
C 0.3117 -0.3732 0.4459
O -0.2100 -1.4934 -0.1696
C 0.0614 0.8718 0.0165
C -0.7755 1.2748 -1.1361
N -1.3649 0.2880 -1.8508
O -0.9213 2.4570 -1.4219
H 2.4688 -0.9591 3.3827
H 0.1177 -2.2660 0.3275
H 0.4944 1.7242 0.5331
H -1.9412 0.5325 -2.6423
H -1.2338 -0.6863 -1.6010
```

Calculated values
Orbital gap = 9.72 eV
SMILES string = C#C/C(O)=C/C(N)=O
M = 111.1 g/mol
LUMO level = 0.3 eV
Highest occupied orbital energy = -9.43 eV


Entry B
Molecular formula: C5H5NO2
Method: DFT, ωB97M-V with the def2-TZVPD basis set

The geometry in XYZ format:
```
13
Properties=species:S:1:pos:R:3
C -0.0682 1.1096 0.5506
C 0.1214 -0.3935 0.9800
C -1.0909 0.3335 -0.4911
C 0.0085 -0.4962 -1.2759
C 0.8179 -1.1939 -0.2525
H 0.3083 -0.6609 2.0270
H -1.2315 -1.5422 0.0884
H -1.7953 0.6422 -0.9935
H -0.3016 -1.2885 -2.1167
H 0.9458 -2.2532 -0.2842
N -1.2048 -0.6440 0.6135
O 0.0094 2.1865 1.0953
O 1.4625 -0.5048 -1.1055
```

Calculated values
Orbital gap = 10.41 eV
M = 111.1 g/mol
LUMO level = 0.8 eV
Highest occupied orbital energy = -9.63 eV


Entry C
Molecular formula: C5H5NO2
Method: DFT, ωB97M-V with the def2-TZVPD basis set

The geometry in XYZ format:
```
13
Properties=species:S:1:pos:R:3
C -1.4676 0.4694 -1.4016
C -0.3958 0.3602 -0.3450
C -0.4068 0.4565 1.0017
C -0.0250 -0.4651 2.0269
O -0.4086 -1.2071 2.8240
N 1.0418 0.1405 1.3711
C 1.7174 -0.2963 0.1286
O 0.7634 -0.1522 -0.8667
H -1.4146 1.3192 -1.9414
H -2.5179 0.5578 -1.1234
H -1.3948 -0.2564 -2.1747
H 2.4754 0.4578 0.1568
H 2.0331 -1.3843 0.3438
```

Calculated values
Orbital gap = 8.95 eV
SMILES string = CC1=C2C(=O)N2CO1
M = 111.1 g/mol
LUMO level = 0.5 eV
Highest occupied orbital energy = -8.43 eV


Energies, relative to the best one, in kcal/mol: entry A 0.0; entry B 98.5; entry C 61.9.


Entry A
Molecular formula: C2H10N4
Method: DFT, ωB97M-V with the def2-TZVPD basis set

The geometry in XYZ format:
```
16
Properties=species:S:1:pos:R:3
H 1.2943 4.7510 4.2702
N 1.3155 4.9241 3.2691
C 2.5118 5.0472 2.8758
N 2.7957 5.2857 1.5253
H 3.3698 5.1137 3.5442
H 3.7139 5.6976 1.4236
H 2.0820 5.8857 1.1445
N -3.1114 -4.8689 -1.7221
C -2.2042 -4.3112 -2.7100
N -0.9348 -5.0109 -2.6313
H -4.0190 -4.4354 -1.8136
H -3.1947 -5.8479 -1.9703
H -2.5970 -4.4224 -3.7199
H -2.0184 -3.2427 -2.6120
H -0.7873 -5.3046 -1.6770
H -0.1485 -4.4897 -2.9750
```

Calculated values
Orbital gap = 9.97 eV
SMILES string = [H]/N=C/N.NCN
M = 90.1 g/mol
LUMO level = 1.0 eV
Highest occupied orbital energy = -8.93 eV


Entry B
Molecular formula: C2H10N4
Method: DFT, ωB97M-V with the def2-TZVPD basis set

The geometry in XYZ format:
```
16
Properties=species:S:1:pos:R:3
N -1.7433 0.2726 -0.1686
N -1.4364 -0.0749 1.2078
H -1.7876 0.6291 1.8569
H -2.7451 0.4854 -0.2424
H -0.5317 0.8638 -0.5492
H -1.8934 -0.9509 1.4648
N 1.7256 0.9976 0.2110
N 0.8587 -1.6029 -0.0669
C 0.8032 0.6707 -0.8608
C 0.5868 -0.7261 -1.0373
H 1.2144 1.1726 1.0669
H 2.3326 1.7733 -0.0127
H 1.3243 -1.2110 0.7452
H 0.2877 -2.4245 0.0457
H 1.0079 1.2005 -1.7898
H -0.0035 -1.0752 -1.8707
```

Calculated values
Orbital gap = 8.12 eV
M = 90.1 g/mol
LUMO level = 1.0 eV
Highest occupied orbital energy = -7.11 eV


Entry C
Molecular formula: C2H10N4
Method: DFT, ωB97M-V with the def2-TZVPD basis set

The geometry in XYZ format:
```
16
Properties=species:S:1:pos:R:3
C 1.5805 -0.9658 0.4848
C -0.3356 -0.5432 -0.0890
N -0.9659 -0.2590 1.1199
N -0.8156 -1.3354 -0.9749
H -0.3328 -0.0532 1.8811
H -1.8785 -0.6761 1.2407
H -1.5821 -1.9012 -0.6163
H 1.3993 -1.5983 1.3582
H 2.0856 -1.5360 -0.3011
H 2.2371 -0.1378 0.7803
N 0.1593 1.0065 -0.9811
N -0.6332 2.1785 -0.6914
H -0.5494 2.3606 0.3084
H 0.1095 0.7795 -1.9759
H 1.1304 0.7453 -0.6823
H -1.6088 1.9355 -0.8615
```

Calculated values
Orbital gap = 8.07 eV
M = 90.1 g/mol
LUMO level = 0.9 eV
Highest occupied orbital energy = -7.19 eV


Entry D
Molecular formula: C2H10N4
Method: DFT, ωB97M-V with the def2-TZVPD basis set

The geometry in XYZ format:
```
16
Properties=species:S:1:pos:R:3
H 1.0077 -0.5444 2.3119
N 0.7349 -1.2424 1.6188
C -0.5579 -1.2485 1.4644
N -1.3940 -0.3297 1.9927
H -1.0320 -1.9996 0.8234
H -2.2559 -0.1898 1.4775
H -0.9609 0.5526 2.2432
C 1.1217 0.1764 -1.9581
N 0.7254 0.4942 -0.5958
N -0.5015 1.2527 -0.5640
H 0.3669 -0.4361 -2.4715
H 1.2882 1.0808 -2.5594
H 2.0612 -0.3846 -1.9434
H 0.9323 -0.2381 0.2763
H -0.3386 2.2019 -0.9139
H -1.1974 0.8548 -1.2022
```

Calculated values
Orbital gap = 9.01 eV
SMILES string = [H]/N=C\N.CNN
M = 90.1 g/mol
LUMO level = 1.0 eV
Highest occupied orbital energy = -8.03 eV


Energies, relative to the best one, in kcal/mol: entry A 0.0; entry B 73.9; entry C 91.4; entry D 33.5.


Entry A
Molecular formula: C11H13N2O2
Method: DFT, ωB97M-V with the def2-TZVPD basis set

The geometry in XYZ format:
```
28
Properties=species:S:1:pos:R:3
C -4.0226 0.3699 -0.0302
C -3.5615 -0.9480 -0.0159
C -3.0134 1.2961 -0.2761
C -2.2004 -1.3230 0.0395
C -1.6782 1.0443 -0.2258
C -1.2426 -0.3062 -0.1072
C 2.3605 -0.3832 0.0550
C 3.6237 0.0567 -0.3193
C 2.1819 -1.8287 0.4304
C 0.1708 -0.5620 0.0651
C 1.5841 2.5532 -0.2197
N 1.1770 0.2518 -0.0770
N 0.7581 -1.9259 0.3930
O 4.6200 -0.6634 -0.2558
O 2.3554 2.6826 0.7807
H -4.9093 0.8641 0.1701
H -4.1675 -1.8029 0.3926
H -3.2503 2.2858 -0.6738
H -2.0557 -2.3303 0.0873
H -0.8704 1.8007 -0.2538
H 3.8597 1.0846 -0.4930
H 2.5990 -2.6057 -0.1531
H 2.6195 -1.9606 1.4315
H 0.7067 3.0042 -0.0450
H 2.0156 2.1574 -1.1344
H 0.5339 -2.5346 -0.5262
H 0.1037 -2.2508 1.1515
H 3.2807 2.4237 0.6529
```

Calculated values
Orbital gap (spin up / spin down) = 5.58 / 5.58 eV
M = 205.2 g/mol
LUMO level (spin up / spin down) = -4.9 / -4.9 eV
Total charge = +1
Highest occupied orbital energy (spin up / spin down) = -10.45 / -10.45 eV


Entry B
Molecular formula: C11H13N2O2
Method: DFT, ωB97M-V with the def2-TZVPD basis set

The geometry in XYZ format:
```
28
Properties=species:S:1:pos:R:3
C 2.1109 1.8397 -1.8661
C 2.8865 0.8899 -1.2027
C 0.7545 1.9187 -1.6136
C 2.2761 -0.0369 -0.2875
C 0.1298 1.0801 -0.7054
C 0.8736 0.0312 -0.0295
C 0.8052 -1.5326 1.8159
C -0.0537 -2.7339 2.2152
C -0.9373 -1.6763 0.3635
C -1.2480 1.3557 -0.5487
C -2.1244 2.0214 -1.6073
N 0.2648 -0.9640 0.7362
N -1.3241 -2.4287 1.5305
O 1.8201 -1.2603 2.4003
O -1.9418 0.9623 0.5130
H 2.4528 2.4407 -2.5749
H 3.8459 0.9217 -1.5691
H 0.2403 2.6702 -2.0307
H 2.8982 -0.7269 0.4025
H 0.3587 -3.5369 1.7108
H -0.0928 -2.6722 3.2347
H -1.6672 -1.1095 -0.1724
H -3.0302 1.4683 -1.6871
H -1.6298 2.0585 -2.5331
H -2.4231 3.0949 -1.2370
H -1.8466 -3.2323 1.2098
H -1.9379 -1.9227 2.1533
H -1.4605 1.0797 1.3796
```

Calculated values
Orbital gap (spin up / spin down) = 4.98 / 8.12 eV
M = 205.2 g/mol
LUMO level (spin up / spin down) = -5.0 / -3.8 eV
Total charge = +1
Highest occupied orbital energy (spin up / spin down) = -10.00 / -11.90 eV


Energies, relative to the best one, in kcal/mol: entry A 32.3; entry B 0.0.


Entry A
Molecular formula: C2H2ClP
Method: DFT, ωB97M-V with the def2-TZVPD basis set

The geometry in XYZ format:
```
6
Properties=species:S:1:pos:R:3
C 0.3873 0.2602 0.0442
C -0.9291 0.0458 -0.0478
P 2.0299 1.1115 0.0702
Cl 1.5075 -1.3011 0.0174
H -1.3827 -0.8953 -0.1353
H -1.6128 0.7789 0.0514
```

Calculated values
Orbital gap (spin up / spin down) = 6.54 / 6.54 eV
M = 92.5 g/mol
LUMO level (spin up / spin down) = -1.2 / -1.2 eV
Highest occupied orbital energy (spin up / spin down) = -7.79 / -7.78 eV


Entry B
Molecular formula: C2H2ClP
Method: DFT, ωB97M-V with the def2-TZVPD basis set

The geometry in XYZ format:
```
6
Properties=species:S:1:pos:R:3
Cl -1.5726 0.7197 -1.2466
C -0.4879 -0.1185 -0.0867
C 0.6512 0.4891 0.4737
P 1.2004 -0.9771 -0.8702
H -1.1196 -0.8261 0.4228
H 1.3285 0.7127 1.3070
```

Calculated values
Orbital gap (spin up / spin down) = 7.80 / 7.77 eV
SMILES string = Cl[C@@H]1C=P1
M = 92.5 g/mol
LUMO level (spin up / spin down) = -1.1 / -1.2 eV
Highest occupied orbital energy (spin up / spin down) = -8.95 / -8.99 eV


Entry C
Molecular formula: C2H2ClP
Method: DFT, ωB97M-V with the def2-TZVPD basis set

The geometry in XYZ format:
```
6
Properties=species:S:1:pos:R:3
C 1.1127 1.0765 -0.3196
P -0.1333 0.1676 0.0854
C -1.9103 -0.6591 -0.4579
Cl -3.2351 0.3044 0.0465
H 2.0520 1.5103 -0.1104
H -1.8888 -1.5594 0.1716
```

Calculated values
Orbital gap (spin up / spin down) = 7.21 / 7.11 eV
SMILES string = C#P=CCl
M = 92.5 g/mol
LUMO level (spin up / spin down) = -1.3 / -1.3 eV
Highest occupied orbital energy (spin up / spin down) = -8.53 / -8.37 eV


Energies, relative to the best one, in kcal/mol: entry A 0.0; entry B 13.8; entry C 47.3.